Entry 1:
14
Properties=species:S:1:pos:R:3 method="wB97M-V/def2-TZVPD" gap_ev="6.97 / 8.37" spin_multiplicity=2 energy_ev=-44025.664 total_charge=-1 s2=0.750
O -4.649 0.509 -0.310
C -3.725 -0.316 -0.370
O -3.520 -1.494 -0.426
Be -3.380 1.963 -0.603
N -0.978 -0.177 -2.150
S -0.935 0.450 -0.669
O -0.194 1.751 -0.620
O -2.629 0.899 -0.437
S -1.157 0.862 -3.435
O -2.288 0.350 -4.294
C 0.346 0.272 -4.386
F 1.452 0.508 -3.687
F 0.292 -1.019 -4.682
F 0.412 0.960 -5.526


Entry 2:
6
Properties=species:S:1:pos:R:3 method="wB97M-V/def2-TZVPD" gap_ev="5.87 / 9.52" spin_multiplicity=2 energy_ev=-14030.286 total_charge=+2 s2=0.762
O -1.961 0.311 -0.753
C -2.720 0.915 -1.343
O 1.012 -0.451 1.416
C 2.029 -0.012 0.809
O 2.150 0.154 -0.390
Bi -0.510 -0.917 0.262


Entry 3:
9
Properties=species:S:1:pos:R:3 method="wB97M-V/def2-TZVPD" gap_ev="6.89 / 6.89" energy_ev=-160176.817
C 0.871 -0.946 0.035
C -1.482 -1.067 -0.727
N -0.379 -1.070 -0.203
N 1.485 0.185 0.420
N 0.954 1.306 0.360
F 0.027 3.493 0.208
S -0.354 1.941 -0.217
Br 1.970 -2.494 0.009
Br -3.093 -1.348 0.115


Entry 4:
8
Properties=species:S:1:pos:R:3 method="wB97M-V/def2-TZVPD" gap_ev=9.72 energy_ev=-83244.291
C 0.611 -0.296 0.783
C -0.745 0.465 -0.865
N 1.993 -0.450 0.457
N 1.349 -1.489 0.573
F -1.174 -0.636 -1.533
F -1.739 1.035 -0.319
F 0.036 1.317 -1.529
Br -0.331 0.054 2.433


Entry 5:
10
Properties=species:S:1:pos:R:3 method="wB97M-V/def2-TZVPD" gap_ev=9.83 smiles=FC(F)(F)N(Br)C(F)(F)F energy_ev=-89910.984
F 0.096 -0.771 1.866
C -0.106 -1.123 0.602
F -1.395 -1.315 0.444
F 0.534 -2.264 0.465
N 0.409 -0.177 -0.255
Br 2.283 0.328 0.024
C -0.265 1.034 -0.668
F -1.571 0.779 -0.809
F 0.200 1.409 -1.852
F -0.185 2.100 0.184


Entry 6:
7
Properties=species:S:1:pos:R:3 method="wB97M-V/def2-TZVPD" gap_ev=7.83 energy_ev=-98463.385
C 1.167 -0.255 0.351
C -0.844 0.102 -0.072
O 1.418 -0.751 1.366
Br 2.101 0.214 -1.230
I -1.396 -1.348 -1.529
I -1.886 -0.204 1.694
I -0.559 2.242 -0.580


Entry 7:
6
Properties=species:S:1:pos:R:3 method="wB97M-V/def2-TZVPD" gap_ev=9.82 smiles=N#CC#N.ClCl energy_ev=-30096.592
N 1.954 1.295 -0.472
C 1.456 0.345 -0.069
C 0.851 -0.775 0.457
N 0.339 -1.667 0.964
Cl -2.581 0.938 0.372
Cl -2.018 -0.136 -1.253


Entry 8:
8
Properties=species:S:1:pos:R:3 method="wB97M-V/def2-TZVPD" gap_ev=10.72 smiles="N#CC(Cl)(Cl)[N+](=O)[O-]" energy_ev=-34189.499
N 1.431 1.769 -0.969
C 0.597 1.199 -0.394
C -0.572 0.349 0.188
Cl -0.972 0.746 1.819
Cl -1.996 0.526 -0.971
N -0.223 -1.115 0.067
O -0.721 -1.814 0.914
O 0.367 -1.471 -0.926